The following is a quantum chemistry calculation of 11 unconnected molecules or ions with the total composition C54H49F8N3 in a non-equilibrium geometry, from the Open Molecules 2025 dataset.

- HOMO-LUMO gap (eV) = 9.382
- SMILES = Fc1ccccc1.Fc1ccccc1.Fc1ccccc1.Fc1ccccc1.Fc1ccccc1.Fc1ccccc1.Fc1ccccc1.Fc1ccccc1.CC#N.CC#N.CC#N
- relative energy (zero: lowest compared OMol25 entry of this formula, charge and spin) (kJ/mol) = 84.1
- molecular weight (g/mol) = 891.99
- LUMO (eV) = 0.2

Each line ends with the Mulliken charge.
CARTESIAN COORDINATES (ANGSTROEM)
F1 -1.7863 -8.7757 -8.6642  -0.308
C1 -1.5414 -7.4276 -8.4409  0.515
C2 -1.1392 -7.1017 -7.1713  -0.448
C3 -1.0332 -5.8149 -6.8458  -0.236
C4 -1.1665 -4.8306 -7.7957  -0.605
C5 -1.5038 -5.1958 -9.1079  -0.122
C6 -1.7083 -6.4641 -9.4708  -0.636
H1 -0.9886 -7.8760 -6.4336  0.393
H2 -0.8936 -5.4812 -5.8282  0.359
H3 -1.0540 -3.7883 -7.5362  0.366
H4 -1.6364 -4.4634 -9.8905  0.325
H5 -1.9192 -6.6921 -10.5051  0.398
F2 2.5301 9.5511 3.4616  -0.286
C7 1.8378 8.8488 4.3871  0.214
C8 1.1067 9.5615 5.3819  -0.252
C9 0.2850 8.8327 6.3058  -0.477
C10 0.1386 7.4905 6.1526  -0.222
C11 0.8271 6.7483 5.1771  -0.548
C12 1.7241 7.4630 4.3664  -0.281
H6 1.1480 10.6407 5.3789  0.385
H7 -0.2280 9.3356 7.1123  0.357
H8 -0.4788 6.9779 6.8753  0.339
H9 0.7348 5.6723 5.1784  0.408
H10 2.2377 6.9048 3.5976  0.363
F3 1.5607 -8.0842 3.0646  -0.302
C13 0.3917 -8.8104 2.9441  0.248
C14 -0.7264 -8.1634 2.4203  -0.296
C15 -1.9539 -8.8694 2.2899  -0.408
C16 -1.9551 -10.2154 2.7381  -0.369
C17 -0.8139 -10.8643 3.1754  -0.428
C18 0.3771 -10.1083 3.3607  -0.245
H11 -0.8578 -7.1460 2.0826  0.346
H12 -2.7501 -8.2318 1.9350  0.352
H13 -2.8910 -10.7537 2.7113  0.333
H14 -0.8295 -11.9211 3.3976  0.364
H15 1.2713 -10.5417 3.7838  0.404
F4 -2.3946 -0.1847 4.7008  -0.279
C19 -3.5407 0.2776 5.2247  -0.015
C20 -4.7271 -0.0963 4.6314  -0.125
C21 -5.9231 0.1996 5.2414  -0.534
C22 -5.9208 0.7469 6.4892  -0.156
C23 -4.7419 1.0507 7.2059  -0.598
C24 -3.5642 0.8010 6.5348  -0.130
H16 -4.8028 -0.6446 3.7040  0.405
H17 -6.8763 0.0125 4.7693  0.367
H18 -6.8631 0.9533 6.9749  0.314
H19 -4.7466 1.3592 8.2409  0.382
H20 -2.6735 0.9791 7.1190  0.368
F5 2.6285 1.0145 -5.4189  -0.302
C25 3.4900 1.8844 -5.9410  0.316
C26 2.9569 3.1127 -6.5041  -0.251
C27 3.8304 4.0530 -7.0725  -0.584
C28 5.1644 3.7596 -7.0978  -0.291
C29 5.7198 2.5646 -6.5457  -0.464
C30 4.8455 1.6286 -5.9512  -0.310
H21 1.8775 3.1112 -6.4658  0.398
H22 3.4528 4.9285 -7.5799  0.393
H23 5.8409 4.4735 -7.5440  0.348
H24 6.7768 2.3879 -6.6800  0.369
H25 5.2726 0.7601 -5.4719  0.379
F6 5.2400 0.2356 5.7020  -0.286
C31 6.3899 0.8614 6.0293  0.558
C32 6.7961 0.8780 7.3372  -0.516
C33 8.1160 1.1447 7.6059  -0.265
C34 8.9612 1.6513 6.6598  -0.478
C35 8.5282 1.6743 5.3481  -0.273
C36 7.1942 1.2860 5.0037  -0.473
H26 6.2443 0.4958 8.1833  0.344
H27 8.5114 1.0743 8.6085  0.332
H28 9.9393 2.0924 6.7827  0.340
H29 9.1663 2.0934 4.5842  0.337
H30 6.7777 1.2680 4.0074  0.378
F7 -7.9425 -0.4871 -3.8261  -0.302
C37 -8.2834 -1.7767 -3.4892  0.544
C38 -9.5497 -2.2617 -3.3757  -0.538
C39 -9.7423 -3.5786 -2.9288  -0.204
C40 -8.7051 -4.3901 -2.5315  -0.613
C41 -7.4458 -3.8901 -2.7257  -0.179
C42 -7.2104 -2.6424 -3.2328  -0.457
H31 -10.4411 -1.6626 -3.4897  0.370
H32 -10.7508 -3.9206 -2.7486  0.321
H33 -8.8659 -5.3308 -2.0259  0.380
H34 -6.5877 -4.5304 -2.5838  0.321
H35 -6.2297 -2.3974 -3.6132  0.356
F8 -1.5447 7.6661 -0.5603  -0.304
C43 -2.1241 6.4633 -0.4098  0.274
C44 -2.6929 6.0865 0.7411  -0.265
C45 -3.3712 4.8407 0.8252  -0.380
C46 -3.3909 3.9545 -0.2637  -0.498
C47 -2.6642 4.2797 -1.4050  -0.496
C48 -2.0764 5.5514 -1.4744  -0.258
H36 -2.5836 6.7979 1.5463  0.422
H37 -3.9260 4.5148 1.6926  0.373
H38 -3.8079 2.9608 -0.1931  0.379
H39 -2.6234 3.6130 -2.2536  0.393
H40 -1.6914 5.9049 -2.4195  0.358
C49 4.1422 -5.7704 -2.2562  -0.829
C50 5.5724 -5.8390 -1.9194  0.352
N1 6.6676 -5.8224 -1.5929  -0.320
H41 3.4762 -5.2428 -1.5733  0.271
H42 3.5858 -6.7074 -2.2312  0.271
H43 3.9690 -5.4240 -3.2751  0.256
C51 1.3661 0.3996 -0.1036  -0.725
C52 0.3250 -0.5761 -0.2722  0.344
N2 -0.5615 -1.3099 -0.4316  -0.392
H44 2.3938 0.0519 -0.2079  0.284
H45 1.2850 0.9130 0.8545  0.255
H46 1.1914 1.0976 -0.9225  0.235
C53 4.4196 7.8112 -2.4382  -0.639
C54 4.9069 6.5423 -1.9044  0.273
N3 5.2700 5.5114 -1.4735  -0.383
H47 5.2524 8.5083 -2.3455  0.253
H48 3.6741 8.1354 -1.7121  0.244
H49 4.0533 7.6626 -3.4539  0.252